(1)
DFT (ωB97M-V/def2-TZVPD) results for the molecule C3H4ClNS.

CARTESIAN COORDINATES (ANGSTROEM)
1 C 0.58 -0.46 -0.64
2 C -0.89 -1.09 -0.39
3 C 0.47 1.32 0.84
4 N 1.03 0.55 -0.11
5 S -1.65 -0.22 1.08
6 Cl 0.22 2.95 0.38
7 H 1.35 -1.09 -1.28
8 H -1.46 -0.95 -1.30
9 H -0.66 -2.10 -0.31
10 H 1.02 1.08 1.72

HOMO energy: -8.444 eV
Kohn-Sham gap: 7.8860 eV
E_tot: -28020.872 eV
2S+1: 1

Just the Löwdin charges please, in e? Sure, here they are:
1 C -0.17
2 C -0.54
3 C -0.70
4 N -0.07
5 S 0.51
6 Cl 0.67
7 H 0.16
8 H 0.05
9 H 0.02
10 H 0.07

=====

(2)
DFT (ωB97M-V/def2-TZVPD) results for the molecule C8H10S2.

CARTESIAN COORDINATES (ANGSTROEM)
1 C 1.49 1.25 -0.74
2 C 1.49 -0.02 -0.04
3 C 0.54 -0.20 1.08
4 C -0.91 -0.18 0.55
5 C -1.77 0.98 0.63
6 C -3.04 0.74 0.22
7 S -3.29 -0.86 -0.39
8 C -1.63 -1.10 -0.09
9 C 1.73 -1.31 -0.82
10 S 3.09 -0.73 0.25
11 H 1.42 2.12 -0.16
12 H 0.60 1.35 -1.33
13 H 2.31 1.39 -1.39
14 H 0.70 0.56 1.84
15 H 0.65 -1.27 1.59
16 H -1.28 1.85 1.01
17 H -3.92 1.33 0.38
18 H -1.23 -2.07 -0.39
19 H 1.36 -2.26 -0.32
20 H 1.68 -1.58 -1.89

HOMO energy: -8.639 eV
Kohn-Sham gap: 9.4080 eV
E_tot: -30126.879 eV
2S+1: 1

Just the Löwdin charges please, in e? Sure, here they are:
1 C -0.09
2 C -0.86
3 C -0.15
4 C -0.30
5 C -0.15
6 C -0.41
7 S 1.00
8 C -0.44
9 C -0.37
10 S 0.86
11 H 0.08
12 H 0.09
13 H 0.07
14 H 0.12
15 H 0.16
16 H 0.10
17 H 0.05
18 H 0.07
19 H 0.08
20 H 0.09

=====

(3)
DFT (ωB97M-V/def2-TZVPD) results for a structure of composition C31H32F5FeN5O2STe.

CARTESIAN COORDINATES (ANGSTROEM)
1 Fe 0.28 0.00 0.26
2 C -2.85 0.41 0.35
3 N -1.62 0.37 1.29
4 C -1.67 -0.77 2.28
5 C -0.39 -0.92 3.06
6 C -0.25 -1.61 4.26
7 C 1.07 -1.74 4.80
8 C 2.10 -1.15 4.17
9 C 1.92 -0.48 3.01
10 N 0.69 -0.33 2.45
11 C -1.52 1.66 2.05
12 C -0.18 2.38 1.97
13 C 0.11 3.51 2.70
14 C 1.24 4.31 2.43
15 C 1.97 3.90 1.33
16 C 1.63 2.75 0.62
17 N 0.61 2.00 0.95
18 C -2.50 -0.13 -0.99
19 C -3.50 -0.59 -1.92
20 C -3.07 -1.04 -3.21
21 C -1.77 -0.96 -3.56
22 C -0.75 -0.35 -2.62
23 N -1.28 -0.02 -1.33
24 H -3.03 1.47 0.14
25 H -3.69 -0.03 0.87
26 H -1.83 -1.67 1.78
27 H -2.56 -0.60 2.94
28 H -1.15 -2.19 4.63
29 H 1.13 -2.31 5.71
30 H 3.13 -1.25 4.43
31 H 2.77 -0.07 2.49
32 H -1.81 1.50 3.07
33 H -2.25 2.35 1.63
34 H -0.57 3.75 3.47
35 H 1.48 5.22 2.95
36 H 2.81 4.54 0.94
37 H 2.24 2.28 -0.17
38 H -4.59 -0.73 -1.74
39 H -3.82 -1.47 -3.85
40 H -1.45 -1.27 -4.55
41 H 0.23 -0.97 -2.54
42 F 3.56 -1.32 0.45
43 Te 3.37 -0.75 -1.40
44 F 2.07 -2.14 -1.82
45 F 2.53 0.18 -2.90
46 F 3.98 0.97 -0.53
47 F -0.45 0.86 -3.28
48 O 1.74 0.10 -0.61
49 N 2.75 -9.46 0.65
50 C 2.69 -8.32 0.63
51 C 2.34 -6.91 0.72
52 C 0.96 -6.69 0.92
53 C 0.44 -5.45 1.02
54 C 1.22 -4.30 0.73
55 C 2.58 -4.52 0.48
56 C 3.17 -5.80 0.46
57 C 0.70 -2.99 0.61
58 C 0.38 -1.86 0.34
59 H 0.37 -7.57 1.19
60 H -0.61 -5.32 1.19
61 H 3.28 -3.72 0.24
62 H 4.23 -5.85 0.40
63 C -3.49 3.16 -2.94
64 C -2.26 4.00 -3.24
65 S -1.40 4.44 -1.75
66 O -1.28 3.27 -0.75
67 C 0.23 4.72 -2.56
68 C 0.90 3.58 -3.34
69 H -4.12 2.95 -3.80
70 H -4.05 3.72 -2.20
71 H -3.15 2.26 -2.46
72 H -2.55 4.96 -3.56
73 H -1.63 3.49 -3.98
74 H 0.89 5.02 -1.70
75 H 0.17 5.64 -3.22
76 H 0.87 2.65 -2.74
77 H 1.90 3.87 -3.57
78 H 0.36 3.31 -4.24

Total charge: +1
HOMO energy (spin up / spin down): -11.184 / -11.262 eV
Kohn-Sham gap (spin up / spin down): 6.1102 / 6.2008 eV
E_tot: -110304.305 eV
2S+1: 6
<S²>: 8.89

Just the Löwdin charges please, in e? Sure, here they are:
1 Fe 0.88
2 C -0.04
3 N -0.15
4 C -0.12
5 C -0.25
6 C 0.02
7 C -0.02
8 C -0.05
9 C -0.06
10 N 0.06
11 C -0.08
12 C -0.25
13 C 0.00
14 C 0.00
15 C -0.03
16 C -0.09
17 N 0.03
18 C -0.28
19 C 0.04
20 C -0.06
21 C 0.05
22 C -0.29
23 N 0.10
24 H 0.12
25 H 0.14
26 H 0.10
27 H 0.15
28 H 0.15
29 H 0.11
30 H 0.12
31 H 0.12
32 H 0.12
33 H 0.13
34 H 0.11
35 H 0.11
36 H 0.14
37 H 0.10
38 H 0.14
39 H 0.11
40 H 0.13
41 H 0.15
42 F -0.52
43 Te 1.94
44 F -0.51
45 F -0.52
46 F -0.54
47 F 0.00
48 O -0.58
49 N 0.17
50 C -0.17
51 C -0.19
52 C -0.04
53 C -0.02
54 C -0.21
55 C 0.00
56 C 0.02
57 C -0.02
58 C -0.05
59 H 0.13
60 H 0.12
61 H 0.10
62 H 0.11
63 C -0.12
64 C -0.41
65 S 0.96
66 O -0.55
67 C -0.38
68 C -0.12
69 H 0.09
70 H 0.07
71 H 0.03
72 H 0.07
73 H 0.09
74 H 0.08
75 H 0.11
76 H 0.05
77 H 0.08
78 H 0.06

=====

(4)
DFT (ωB97M-V/def2-TZVPD) results for a cluster of 2 separate species, C4H9N2S2 in total.

CARTESIAN COORDINATES (ANGSTROEM)
1 C -0.53 -1.09 -1.84
2 C 0.62 -1.05 -0.97
3 C -0.46 0.88 -0.97
4 C 1.45 0.75 0.59
5 N -1.14 0.06 -1.84
6 N 0.60 0.29 -0.46
7 S -1.71 -0.36 1.57
8 S -1.07 2.50 -0.88
9 H -0.83 -2.08 -2.41
10 H 0.51 -1.84 -0.04
11 H 1.71 -1.29 -1.47
12 H 0.95 1.20 1.33
13 H 1.84 -0.19 0.87
14 H 2.14 1.60 0.37
15 H -2.81 0.28 2.03
16 H -0.96 -0.16 2.68
17 H -1.82 2.35 -1.88

Total charge: +1
HOMO energy: -13.457 eV
Kohn-Sham gap: 8.5147 eV
E_tot: -28936.056 eV
2S+1: 1

Just the Löwdin charges please, in e? Sure, here they are:
1 C -0.06
2 C -0.14
3 C -0.71
4 C 0.00
5 N 0.09
6 N -0.16
7 S 0.58
8 S 0.99
9 H 0.19
10 H 0.20
11 H 0.22
12 H 0.04
13 H 0.10
14 H 0.14
15 H -0.15
16 H -0.17
17 H -0.14

=====

(5)
DFT (ωB97M-V/def2-TZVPD) results for a cluster of 2 separate species, C4H8O in total.

CARTESIAN COORDINATES (ANGSTROEM)
1 O -2.08 2.27 -0.46
2 C -1.07 2.06 -1.15
3 H -1.04 1.42 -2.06
4 H -0.11 2.61 -1.02
5 C -0.28 -0.63 1.32
6 C 0.80 -0.52 0.27
7 C 1.19 -1.50 -0.59
8 H 0.17 -1.22 2.14
9 H -1.14 -1.17 0.94
10 H -0.58 0.33 1.74
11 H 1.56 0.21 0.55
12 H 2.23 -1.74 -0.78
13 H 0.36 -2.14 -0.89

Total charge: -1
HOMO energy (spin up / spin down): 0.684 / -3.467 eV
Kohn-Sham gap (spin up / spin down): 3.5895 / 7.6253 eV
E_tot: -6322.158 eV
2S+1: 2
<S²>: 0.76

Just the Löwdin charges please, in e? Sure, here they are:
1 O -0.27
2 C -0.42
3 H -0.01
4 H -0.02
5 C -0.16
6 C -0.30
7 C -0.10
8 H 0.06
9 H 0.06
10 H 0.06
11 H 0.07
12 H 0.01
13 H 0.02

=====

(6)
DFT (ωB97M-V/def2-TZVPD) results for the molecule C4H5NO2.

CARTESIAN COORDINATES (ANGSTROEM)
1 C 1.43 -0.68 0.13
2 N 0.54 -1.15 0.90
3 C -0.81 -0.87 0.40
4 C -0.86 0.63 0.20
5 O -1.08 1.05 -1.21
6 C 0.19 1.09 -0.67
7 O 1.17 0.09 -0.98
8 H 2.48 -0.85 0.33
9 H -0.94 -1.32 -0.59
10 H -1.56 -1.27 1.09
11 H -1.23 1.23 1.04
12 H 0.67 2.06 -0.65

HOMO energy: -10.303 eV
Kohn-Sham gap: 11.3214 eV
E_tot: -9811.971 eV
2S+1: 1

Just the Löwdin charges please, in e? Sure, here they are:
1 C -0.22
2 N 0.07
3 C -0.15
4 C -0.16
5 O 0.06
6 C -0.31
7 O 0.01
8 H 0.13
9 H 0.14
10 H 0.12
11 H 0.15
12 H 0.16

=====

(7)
DFT (ωB97M-V/def2-TZVPD) results for a structure of composition H6O3Tl.

CARTESIAN COORDINATES (ANGSTROEM)
1 Tl -3.19 -31.98 17.06
2 O -5.22 -33.52 15.93
3 H -5.19 -33.57 14.94
4 H -6.08 -33.94 16.20
5 O -1.34 -30.32 15.72
6 H -1.60 -29.48 15.26
7 H -0.36 -30.26 15.84
8 O -1.75 -33.07 19.29
9 H -0.76 -33.15 19.25
10 H -1.97 -32.88 20.24

Total charge: +3
HOMO energy: -26.208 eV
Kohn-Sham gap: 4.4568 eV
E_tot: -10890.745 eV
2S+1: 1

Just the Löwdin charges please, in e? Sure, here they are:
1 Tl 1.80
2 O 0.06
3 H 0.15
4 H 0.17
5 O 0.07
6 H 0.16
7 H 0.16
8 O 0.10
9 H 0.16
10 H 0.17

=====

(8)
DFT (ωB97M-V/def2-TZVPD) results for a structure of composition C29H35N7P2Ti.

CARTESIAN COORDINATES (ANGSTROEM)
1 Ti 0.08 -1.87 1.88
2 C -1.47 1.62 4.20
3 C -1.63 0.97 3.04
4 C -0.98 1.48 1.81
5 C 0.38 0.89 1.38
6 C 1.64 1.49 2.01
7 C 1.76 2.36 3.05
8 C 0.71 3.27 3.68
9 C -0.73 2.92 4.29
10 C 0.20 -3.83 2.04
11 H -1.79 1.18 5.15
12 H -2.14 -0.03 2.98
13 H -1.12 2.56 1.90
14 H -1.71 1.31 1.01
15 H 0.20 -0.32 1.11
16 H 0.53 0.86 0.26
17 H 2.60 1.20 1.53
18 H 2.67 2.36 3.67
19 H 0.58 4.17 2.95
20 H 1.27 3.69 4.59
21 H -0.54 2.99 5.37
22 H -1.44 3.75 4.05
23 H 0.22 -3.82 3.16
24 H 1.13 -4.07 1.51
25 H -0.76 -4.14 1.57
26 P 1.71 -1.21 -0.92
27 P -2.05 -0.44 -0.89
28 N 3.12 -0.11 -1.42
29 N 2.26 -2.42 -2.04
30 N -2.11 1.20 -1.53
31 N -3.57 -0.86 -1.78
32 C 0.54 -0.31 -2.10
33 C -0.85 -1.04 -2.20
34 C 4.26 0.11 -0.66
35 C 5.07 1.04 -1.33
36 C 4.44 1.32 -2.58
37 C 3.25 0.58 -2.62
38 C 2.40 -3.78 -1.72
39 C 2.87 -4.39 -2.87
40 C 2.99 -3.45 -3.89
41 C 2.57 -2.23 -3.41
42 C -2.62 2.25 -0.72
43 C -2.61 3.41 -1.46
44 C -2.26 3.07 -2.82
45 C -1.87 1.72 -2.81
46 C -4.34 -0.23 -2.79
47 C -5.32 -1.11 -3.21
48 C -5.18 -2.32 -2.45
49 C -4.11 -2.15 -1.58
50 H 0.89 -0.24 -3.16
51 H 0.53 0.73 -1.68
52 H -1.28 -0.91 -3.22
53 H -0.77 -2.13 -2.00
54 H 4.43 -0.43 0.27
55 H 5.99 1.46 -1.00
56 H 4.79 1.95 -3.37
57 H 2.54 0.49 -3.42
58 H 2.00 -4.16 -0.77
59 H 3.08 -5.46 -2.96
60 H 3.28 -3.60 -4.94
61 H 2.31 -1.30 -3.91
62 H -2.91 2.06 0.35
63 H -2.82 4.43 -1.10
64 H -2.33 3.72 -3.71
65 H -1.42 1.12 -3.58
66 H -4.13 0.80 -3.14
67 H -6.07 -0.92 -4.00
68 H -5.79 -3.23 -2.52
69 H -3.67 -2.79 -0.82
70 N 0.44 -1.20 3.84
71 C 0.46 -0.64 4.94
72 N 0.67 0.37 5.80
73 C 0.71 0.15 7.26
74 N 0.84 0.14 8.47

HOMO energy (spin up / spin down): -7.512 / -8.647 eV
Kohn-Sham gap (spin up / spin down): 6.7603 / 7.5959 eV
E_tot: -82753.874 eV
2S+1: 3
<S²>: 2.01

Just the Löwdin charges please, in e? Sure, here they are:
1 Ti 0.74
2 C -0.13
3 C -0.15
4 C -0.24
5 C -0.21
6 C -0.08
7 C -0.10
8 C -0.18
9 C -0.20
10 C -0.31
11 H 0.10
12 H 0.11
13 H 0.12
14 H -0.01
15 H -0.06
16 H 0.05
17 H 0.08
18 H 0.11
19 H 0.13
20 H 0.11
21 H 0.09
22 H 0.12
23 H 0.00
24 H -0.03
25 H -0.02
26 P 1.12
27 P 1.11
28 N -0.23
29 N -0.28
30 N -0.28
31 N -0.26
32 C -0.39
33 C -0.38
34 C -0.15
35 C -0.08
36 C -0.08
37 C -0.17
38 C -0.12
39 C -0.12
40 C -0.10
41 C -0.11
42 C -0.15
43 C -0.09
44 C -0.08
45 C -0.16
46 C -0.13
47 C -0.10
48 C -0.11
49 C -0.17
50 H 0.06
51 H 0.08
52 H 0.09
53 H 0.07
54 H 0.10
55 H 0.08
56 H 0.09
57 H 0.07
58 H 0.10
59 H 0.11
60 H 0.11
61 H 0.08
62 H 0.12
63 H 0.11
64 H 0.11
65 H 0.10
66 H 0.11
67 H 0.10
68 H 0.10
69 H 0.09
70 N 0.00
71 C -0.27
72 N 0.05
73 C -0.29
74 N 0.06

=====

Q: Among the records above, which one has the highest 2S+1?
A: C31H32F5FeN5O2STe